This record from the Open Molecules 2025 dataset describes 2 unconnected molecules or ions with the total composition C6H10O2Si in a non-equilibrium geometry. The level of theory is ωB97M-V with the def2-TZVPD basis set.

XYZ file:
```
19
C6H10O2Si ωB97M-V with the def2-TZVPD basis set
C -0.6934 0.1036 -2.4398
Si -0.9088 -0.8596 -1.0316
C 0.3523 -2.2768 -0.8471
H 0.0015 -0.2434 -3.2390
H -1.3699 0.8716 -2.5777
H -1.6849 -0.7953 0.2328
H 0.0737 -3.0578 -0.1295
H 0.5062 -2.7984 -1.8027
H 1.2088 -1.7328 -0.4019
O -1.4736 1.8243 0.3558
C -0.4706 1.3847 1.1204
C 0.8559 1.2952 0.5597
C 1.5584 0.6242 1.5116
O 0.8095 0.3101 2.5868
C -0.4609 0.7884 2.3559
H -1.0603 2.0855 -0.4339
H 1.3471 1.6414 -0.3803
H 2.6837 0.3712 1.5557
H -1.2747 0.4639 3.0049
```

For the LUMO energy, the calculation gives 0.65 eV. As for the molecular weight: 142.23 g/mol. The value obtained for the HOMO energy is -8.25 eV. Its orbital gap is 0.327 Eh. As for the energy relative to the best compared isomer or geometry (same formula, charge and spin): 52.06 kcal/mol. The value obtained for the energy is -18353.1923 eV. As for the structure (SMILES): C=[SiH]C.Oc1ccoc1.



This record from the Open Molecules 2025 dataset describes 2 unconnected molecules or ions with the total composition C6H10O3 in a non-equilibrium geometry. The level of theory is ωB97M-V with the def2-TZVPD basis set.

XYZ file:
```
19
C6H10O3 ωB97M-V with the def2-TZVPD basis set
C 1.2456 -1.2646 -0.5976
C 1.7479 -0.0634 -0.3195
C 1.3816 0.6476 0.9313
O 1.4332 0.0517 2.0159
O 1.7332 1.9681 0.8606
H 0.7382 -1.8255 0.1843
H 1.4446 -1.7919 -1.5164
H 2.2781 0.5228 -1.0545
H 1.8141 2.3175 1.7601
C -1.8483 -0.6873 -1.3152
C -1.1717 0.4707 -0.6744
C -0.9363 0.5898 0.6669
O -1.2035 -0.4747 1.4947
H -1.7474 -1.5680 -0.6779
H -2.9058 -0.4606 -1.4670
H -1.4254 -0.8709 -2.3070
H -1.0630 1.3679 -1.2719
H -1.0166 1.5771 1.1210
H -0.4985 -0.5063 2.1666
```

For the LUMO energy, the calculation gives 0.08 eV. As for the molecular weight: 130.14 g/mol. The value obtained for the HOMO energy is -8.65 eV. Its orbital gap is 0.321 Eh. As for the energy relative to the best compared isomer or geometry (same formula, charge and spin): 55.00 kcal/mol. The value obtained for the energy is -12524.3879 eV. As for the structure (SMILES): C=CC(=O)O.C/C=C\O.



This record from the Open Molecules 2025 dataset describes a molecular structure, C6H10O3Se in a non-equilibrium geometry. The level of theory is ωB97M-V with the def2-TZVPD basis set.

XYZ file:
```
20
C6H10O3Se ωB97M-V with the def2-TZVPD basis set
C 0.8715 0.1648 -1.5204
C 0.3658 -1.1410 -0.7155
C 1.2538 -1.2728 0.5384
C 0.9841 0.0581 1.2126
C -0.8600 -0.0169 0.7458
C -2.2576 1.7240 0.0243
O -0.9006 -1.0451 -0.1799
O 2.5778 -1.7019 0.2208
O -0.9350 1.3064 0.3194
Se 1.7173 1.2064 -0.0899
H 1.6487 -0.2174 -2.1716
H -0.0544 0.5570 -1.8342
H 0.2973 -2.1379 -1.1717
H 1.0582 -2.1279 1.2632
H 1.1378 0.2083 2.2251
H -1.5944 0.0034 1.6262
H -2.3689 2.7592 -0.5041
H -2.8894 1.6431 1.0388
H -2.8247 1.0988 -0.5642
H 2.7727 -1.0685 -0.4631
```

For the LUMO energy, the calculation gives 0.71 eV. As for the molecular weight: 209.10 g/mol. The value obtained for the HOMO energy is -8.21 eV. Its orbital gap is 0.328 Eh. As for the energy relative to the best compared isomer or geometry (same formula, charge and spin): 0.00 kcal/mol. The value obtained for the energy is -77868.8629 eV.



This record from the Open Molecules 2025 dataset describes a molecular structure, C6H10O5PS in a non-equilibrium geometry. The level of theory is ωB97M-V with the def2-TZVPD basis set.

XYZ file:
```
23
C6H10O5PS ωB97M-V with the def2-TZVPD basis set
C -1.4809 -0.1644 2.2454
C 0.4964 0.6082 -3.7725
C 0.1839 0.8686 -2.2810
C 0.9960 0.0239 -1.2882
C 0.4248 -0.7663 0.7762
C -0.1035 -0.4558 2.0984
O -1.7396 0.2984 3.5636
O -2.4060 -0.1701 1.4134
O -0.0631 1.2652 5.1135
O 0.6035 -1.0257 3.2330
O 0.5534 0.3944 -0.0115
P -0.6091 1.4970 3.8125
S -0.7596 -2.0629 -0.1290
H 0.2607 1.3429 -4.5653
H 1.5666 0.4108 -4.0478
H 0.0350 -0.3837 -4.3440
H -0.9357 0.7612 -2.0448
H 0.3557 2.0170 -2.0485
H 0.9145 -0.9639 -1.4786
H 2.0315 0.2698 -1.3604
H 1.4821 -1.1182 1.0304
H 0.0379 -1.4132 3.8890
H -1.8443 -1.2332 0.1962
```

For the LUMO energy, the calculation gives 3.15 eV. As for the molecular weight: 225.18 g/mol. As for the total charge: -1. The value obtained for the HOMO energy is -3.63 eV. Its orbital gap is 0.249 Eh. As for the energy relative to the best compared isomer or geometry (same formula, charge and spin): 8.77 kcal/mol. The value obtained for the energy is -36745.6522 eV.